No. 1
# C19H13BCl2N5O2Pd

A structure of composition C19H13BCl2N5O2Pd (the ωB97M-V functional and the def2-TZVPD basis, the OMol25 dataset).

## Properties
- multiplicity = 3
- total charge = -1
- gap between HOMO and LUMO (alpha / beta) (eV) = 7.6 / 6.3
- strongest force on any atom (eV Å⁻¹) = 0.42
- expectation value of S² = 2.0066

XYZ file:
```
43
Properties=species:S:1:pos:R:3:mulliken_charge:R:1
Pd 0.07 -0.20 -0.06 1.137
Cl -3.60 5.88 -0.02 -0.244
C -2.27 4.75 -0.04 0.077
C -2.55 3.39 -0.04 -0.527
C -1.53 2.44 -0.06 -0.325
N -1.74 1.05 -0.04 -0.140
C -2.97 0.54 -0.11 -0.064
O -4.04 1.12 -0.26 -0.801
C -3.04 -0.96 0.04 0.726
C -4.29 -1.57 0.04 -0.557
C -4.37 -2.94 0.19 -0.257
C -3.19 -3.66 0.32 -0.759
C -1.99 -2.98 0.32 -0.121
N -1.92 -1.65 0.18 -0.052
C -0.20 2.88 -0.06 -0.376
C 0.06 4.25 -0.07 -0.541
C -0.96 5.18 -0.06 0.057
Cl -0.55 6.87 -0.08 -0.244
N 0.79 1.88 -0.03 -0.117
C 2.09 2.19 -0.02 -0.064
O 2.62 3.31 -0.06 -0.802
C 3.04 1.02 0.09 0.733
C 4.40 1.26 0.08 -0.521
C 5.27 0.19 0.18 -0.271
C 4.74 -1.08 0.28 -0.779
C 3.37 -1.24 0.28 -0.068
N 2.53 -0.20 0.18 -0.050
H -3.58 3.07 -0.03 0.734
H -5.16 -0.94 -0.07 0.442
H -5.33 -3.45 0.19 0.405
H -3.19 -4.74 0.44 0.404
H -1.06 -3.51 0.43 0.397
H 1.08 4.60 -0.09 0.800
H 4.73 2.29 0.00 0.443
H 6.34 0.35 0.18 0.414
H 5.37 -1.96 0.36 0.404
H 2.93 -2.22 0.36 0.319
B 1.51 -4.72 -0.46 0.114
C 1.04 -3.21 -0.57 0.048
N 0.69 -2.12 -0.64 -0.563
H 0.76 -5.28 0.32 -0.144
H 1.44 -5.20 -1.57 -0.126
H 2.66 -4.71 -0.04 -0.140
```

No. 2
# C16H17AuN6O2S2

A structure of composition C16H17AuN6O2S2 (the ωB97M-V functional and the def2-TZVPD basis, the OMol25 dataset).

## Properties
- multiplicity = 3
- total charge = +2
- energy above the lowest of the compared OMol25 structures with the same formula, charge and spin (kcal per mole) = 0.0
- gap between HOMO and LUMO (alpha / beta) (eV) = 6.6 / 3.6
- strongest force on any atom (eV Å⁻¹) = 0.28
- expectation value of S² = 2.0253

XYZ file:
```
44
Properties=species:S:1:pos:R:3:mulliken_charge:R:1
Au -0.56 -0.13 0.06 1.187
C 0.47 2.24 -2.90 -1.240
C -0.38 1.06 -3.13 0.649
N -0.92 0.29 -2.24 -0.225
C -1.70 -0.69 -2.80 0.148
C -1.71 -0.68 -4.20 -0.393
S -0.77 0.56 -4.79 -0.013
C -2.43 -1.55 -1.94 0.387
C -3.41 -2.46 -2.30 -0.414
S -4.14 -3.11 -0.94 0.001
C -3.10 -2.16 0.09 0.512
N -2.26 -1.42 -0.57 -0.288
C -3.24 -2.22 1.57 -0.901
H 0.32 2.60 -1.89 0.242
H 0.26 3.02 -3.62 0.553
H 1.52 1.93 -3.01 0.319
H -2.24 -1.36 -4.86 0.399
H -3.73 -2.73 -3.30 0.396
H -4.10 -2.82 1.86 0.484
H -3.37 -1.21 1.96 0.294
H -2.34 -2.64 2.01 0.167
N -0.41 -0.51 3.12 0.153
C -0.15 -1.32 4.15 -0.169
C 0.24 -2.54 3.62 -0.598
C 0.21 -2.37 2.24 -0.622
N -0.19 -1.13 1.95 -0.330
H -0.58 0.51 3.08 0.292
H -0.25 -0.99 5.16 0.512
H 0.53 -3.42 4.17 0.432
H 0.46 -3.06 1.45 0.470
C 4.38 1.77 -0.72 -0.846
N 3.14 1.91 0.04 0.091
C 3.03 2.79 1.08 0.122
C 1.91 2.91 1.82 -1.008
C 0.80 2.05 1.54 0.977
O -0.26 2.01 2.17 -0.822
N 0.94 1.23 0.43 -0.466
C 2.08 1.10 -0.31 0.463
O 2.14 0.33 -1.26 -0.642
H 5.13 2.43 -0.29 0.300
H 4.22 2.05 -1.76 0.280
H 4.73 0.74 -0.68 0.328
H 3.91 3.38 1.28 0.344
H 1.85 3.60 2.64 0.474
```

No. 3
# C3H5IN2

The molecule C3H5IN2 at a distorted geometry (the ωB97M-V functional and the def2-TZVPD basis, the OMol25 dataset).

## Properties
- total charge = 0
- energy above the lowest of the compared OMol25 structures with the same formula, charge and spin (kcal per mole) = 41.1
- gap between HOMO and LUMO (alpha / beta) (eV) = 8.3 / 8.3
- strongest force on any atom (eV Å⁻¹) = 1.98

XYZ file:
```
11
Properties=species:S:1:pos:R:3:mulliken_charge:R:1
C 0.27 0.12 -0.47 -0.483
C -0.14 -0.61 0.89 -0.263
C -0.48 -0.36 -1.64 -0.623
N -1.08 -1.63 0.66 0.087
N -1.56 -1.93 -0.36 -0.267
I 0.49 -1.37 -3.20 0.039
H 0.09 1.18 -0.30 0.270
H 1.34 -0.04 -0.60 0.354
H 0.73 -1.06 1.37 0.216
H -0.59 0.09 1.59 0.239
H -1.36 0.17 -1.96 0.430
```

No. 4
# C5H9NS

The molecule C5H9NS at a distorted geometry (the ωB97M-V functional and the def2-TZVPD basis, the OMol25 dataset).

## Properties
- total charge = 0
- energy above the lowest of the compared OMol25 structures with the same formula, charge and spin (kcal per mole) = 115.8
- SMILES = CCCSN1C=C1
- gap between HOMO and LUMO (eV) = 9.1
- strongest force on any atom (eV Å⁻¹) = 5.07

XYZ file:
```
16
Properties=species:S:1:pos:R:3:mulliken_charge:R:1
C -2.22 0.78 0.39 -1.034
C -1.19 0.18 -0.64 -0.564
C -0.60 -1.18 -0.32 -0.563
S 0.70 -0.90 0.95 -0.136
N 1.83 -0.36 -0.26 -0.225
C 3.33 -0.29 0.12 -0.150
C 2.56 0.76 0.23 -0.285
H -2.35 1.74 0.10 0.370
H -3.12 0.24 0.32 0.333
H -1.71 0.81 1.45 0.243
H -0.41 0.88 -0.94 0.376
H -1.70 -0.07 -1.50 0.356
H -1.37 -1.85 0.20 0.331
H 0.05 -1.53 -1.16 0.363
H 3.76 -1.05 0.74 0.268
H 2.44 1.83 0.31 0.316
```

No. 5
# C3H10N2O

The molecule C3H10N2O at a distorted geometry (the ωB97M-V functional and the def2-TZVPD basis, the OMol25 dataset).

## Properties
- total charge = 0
- energy above the lowest of the compared OMol25 structures with the same formula, charge and spin (kcal per mole) = 60.7
- SMILES = NCCNCO
- gap between HOMO and LUMO (eV) = 10.0
- strongest force on any atom (eV Å⁻¹) = 4.61

XYZ file:
```
16
Properties=species:S:1:pos:R:3:mulliken_charge:R:1
N 1.59 2.25 0.14 -0.645
C 0.36 1.55 -0.22 -0.486
C 0.54 0.06 -0.32 -0.313
N -0.75 -0.47 0.16 -0.184
C -1.13 -1.75 -0.19 -0.692
O -1.09 -3.03 0.60 -0.504
H 1.86 1.89 1.12 0.259
H 1.33 3.20 0.27 0.250
H -0.53 1.63 0.50 0.194
H -0.05 1.98 -1.10 0.430
H 1.38 -0.37 0.36 0.224
H 0.70 -0.18 -1.36 0.236
H -1.27 -0.03 0.96 0.220
H -0.58 -2.05 -1.12 0.328
H -2.14 -1.77 -0.54 0.387
H -0.21 -2.91 0.73 0.295
```

No. 6
# C3H11NO2

A cluster of 2 separate species, C3H11NO2 in total (the ωB97M-V functional and the def2-TZVPD basis, the OMol25 dataset).

## Properties
- total charge = 0
- energy above the lowest of the compared OMol25 structures with the same formula, charge and spin (kcal per mole) = 3.6
- SMILES = CCNCO.O
- gap between HOMO and LUMO (eV) = 10.6
- strongest force on any atom (eV Å⁻¹) = 0.59

XYZ file:
```
17
Properties=species:S:1:pos:R:3:mulliken_charge:R:1
C 1.25 1.75 0.31 -1.166
C 0.01 1.05 -0.23 -0.347
N 0.16 -0.40 -0.11 -0.299
C -0.71 -1.20 -0.92 -0.566
O -0.64 -0.93 -2.32 -0.542
H 1.22 2.82 0.14 0.361
H 1.36 1.55 1.37 0.307
H 2.14 1.37 -0.19 0.323
H -0.15 1.36 -1.27 0.352
H -0.87 1.35 0.34 0.282
H 1.12 -0.67 -0.31 0.262
H -0.42 -2.25 -0.82 0.328
H -1.75 -1.14 -0.59 0.313
H -1.32 -0.30 -2.57 0.322
O 0.02 -0.48 2.81 -0.697
H -0.81 -0.02 3.00 0.304
H 0.10 -0.47 1.84 0.464
```

No. 7
# C7H14NS

A structure of composition C7H14NS at a distorted geometry (the ωB97M-V functional and the def2-TZVPD basis, the OMol25 dataset).

## Properties
- total charge = +1
- energy above the lowest of the compared OMol25 structures with the same formula, charge and spin (kcal per mole) = 132.2
- gap between HOMO and LUMO (alpha / beta) (eV) = 7.4 / 7.2
- strongest force on any atom (eV Å⁻¹) = 6.17

XYZ file:
```
23
Properties=species:S:1:pos:R:3:mulliken_charge:R:1
C -1.85 -0.30 0.26 1.555
C -0.64 -0.24 0.21 -1.253
C -3.24 -0.58 0.00 -1.184
C 1.22 1.96 -0.70 -0.971
C 0.98 1.69 1.67 -0.902
C 1.05 -2.91 -0.17 -0.633
C 0.76 -0.23 0.14 0.019
N 1.41 1.07 0.41 0.021
S 1.83 -1.44 -0.21 0.066
H -3.65 -0.83 1.01 0.332
H -3.16 -1.43 -0.78 0.304
H -3.90 0.23 -0.28 0.345
H 1.85 2.80 -0.67 0.466
H 1.53 1.57 -1.74 0.305
H 0.20 2.42 -0.64 0.364
H -0.03 1.54 1.61 0.370
H 1.33 1.02 2.57 0.297
H 1.29 2.62 1.82 0.440
H -0.43 -1.74 -2.41 0.281
H 0.08 -3.16 -0.36 0.380
H 1.60 -3.88 -0.25 0.298
H -0.67 -1.24 -1.84 -0.323
H 2.43 1.05 0.34 0.423
```

No. 8
# C27H41IrO3Se2

A structure of composition C27H41IrO3Se2 (the ωB97M-V functional and the def2-TZVPD basis, the OMol25 dataset).

## Properties
- multiplicity = 2
- total charge = +3
- energy above the lowest of the compared OMol25 structures with the same formula, charge and spin (kcal per mole) = 10.4
- gap between HOMO and LUMO (alpha / beta) (eV) = 6.5 / 3.9
- strongest force on any atom (eV Å⁻¹) = 0.62
- expectation value of S² = 0.7534

XYZ file:
```
74
Properties=species:S:1:pos:R:3:mulliken_charge:R:1
Ir 0.14 -0.21 1.14 2.837
C 0.74 -2.42 4.78 -1.557
C -0.13 -1.66 3.84 0.324
C 0.27 -0.31 3.47 -0.753
C -0.71 0.59 3.01 0.011
C -0.64 2.06 3.26 -1.070
C -1.82 -0.01 2.34 -0.859
C -2.16 -1.37 2.57 0.066
C -3.44 -1.90 2.03 -1.655
C -1.33 -2.16 3.39 0.320
H 1.80 -2.24 4.60 0.485
H 0.53 -3.49 4.76 0.436
H 0.53 -2.07 5.79 0.401
H 1.16 0.08 3.95 0.653
H -1.25 2.62 2.56 0.276
H 0.38 2.44 3.24 0.318
H -1.03 2.24 4.27 0.400
H -2.55 0.63 1.87 0.584
H -3.67 -1.48 1.05 0.425
H -4.24 -1.57 2.71 0.422
H -3.47 -2.98 2.00 0.440
H -1.65 -3.15 3.66 0.653
C 2.81 1.88 1.63 -0.872
Se 2.53 0.21 0.68 0.221
C 2.68 0.95 -1.14 -0.774
C 3.15 -0.07 -2.16 -1.003
Se 1.90 -1.52 -2.50 0.596
C 2.97 -2.50 -3.76 -1.087
H 2.05 2.60 1.34 0.082
H 3.81 2.23 1.38 0.525
H 2.76 1.66 2.69 0.353
H 3.44 1.72 -1.06 0.650
H 1.74 1.42 -1.43 0.260
H 4.11 -0.54 -1.90 0.565
H 3.28 0.41 -3.13 0.597
H 2.38 -3.35 -4.10 0.393
H 3.89 -2.83 -3.27 0.419
H 3.21 -1.84 -4.60 0.413
C -2.46 4.75 -4.86 -1.472
C -1.95 3.83 -3.80 0.335
C -2.04 2.45 -3.93 -1.240
C -1.58 1.58 -2.96 0.739
C -1.79 0.11 -3.20 -0.853
C -1.00 2.13 -1.78 0.445
C -0.91 3.54 -1.62 0.939
C -0.34 4.23 -0.40 -0.932
C -1.38 4.35 -2.64 -1.087
C -0.55 1.26 -0.73 -0.754
O -0.21 1.66 0.46 -0.806
O -0.41 -0.03 -0.83 -0.613
H -2.74 4.21 -5.77 0.401
H -1.72 5.51 -5.11 0.387
H -3.35 5.27 -4.50 0.351
H -2.49 2.04 -4.83 0.383
H -2.30 -0.04 -4.15 0.543
H -2.38 -0.36 -2.42 0.174
H -0.83 -0.43 -3.25 -0.057
H 0.69 3.92 -0.21 0.092
H -0.92 4.00 0.49 0.096
H -0.35 5.30 -0.55 0.496
H -1.30 5.42 -2.53 0.467
C -0.09 -4.55 0.65 -0.643
C 1.43 -4.44 0.76 -0.694
C 1.65 -3.08 1.41 -0.290
O 0.44 -2.31 1.09 0.343
C -0.48 -3.13 0.30 -0.303
H -0.53 -4.84 1.61 0.272
H -0.41 -5.27 -0.10 0.501
H 1.89 -4.48 -0.23 0.252
H 1.87 -5.24 1.36 0.410
H 1.72 -3.14 2.49 0.060
H 2.51 -2.55 1.02 0.281
H -0.34 -2.91 -0.76 0.221
H -1.49 -2.85 0.58 0.057
```

| no. | molecular weight (g mol⁻¹) |
| --- | --- |
| 1 | 531.5 |
| 2 | 586.5 |
| 3 | 196.0 |
| 4 | 115.2 |
| 5 | 90.1 |
| 6 | 93.1 |
| 7 | 144.3 |
| 8 | 763.8 |